Here is the ion C5H14N with charge +1 from OMol25. Energies are from ωB97M-V/def2-TZVPD.

Values from the calculation:
- HOMO energy (eV) = -14.6465
- charge = +1
- lowest unoccupied orbital energy (hartree) = -0.1454
- 2S+1 = 1
- electronic energy (Eh) = -253.3485
- relative energy (zero: lowest compared OMol25 entry of this formula, charge and spin) (kJ/mol) = 183.2

CARTESIAN COORDINATES (ANGSTROEM)
C  0.7391  0.7850  2.7812
C  1.1263  0.3416  1.3278
C  -0.0464  0.5430  0.3527
C  0.3860  0.3295  -1.1050
C  -0.2735  -0.9410  -1.9793
N  -1.7515  -1.0349  -1.6221
H  1.2443  0.0032  3.3488
H  -0.3207  0.9244  2.9599
H  1.0574  1.7709  3.0510
H  1.2864  -0.7094  1.4472
H  2.0618  0.8067  0.9991
H  -0.4429  1.6675  0.3900
H  -0.8999  -0.1153  0.6183
H  1.4242  -0.0554  -1.2101
H  0.3564  1.2383  -1.7754
H  0.2885  -1.7858  -1.8603
H  -0.1156  -0.7114  -3.0531
H  -1.9051  -0.9510  -0.6391
H  -2.1423  -0.0905  -2.0977
H  -2.0727  -2.0153  -1.9339

Forces on the atoms, in the same order (eV/Å):
C 0.68 -0.34 -1.04
C -1.51 0.90 0.93
C -0.23 2.32 -0.83
C 0.40 -1.85 -2.76
C -0.13 4.88 0.60
N 0.38 0.37 -3.34
H -0.57 0.56 0.95
H -0.41 -1.01 -0.06
H 0.99 0.48 0.04
H 0.35 -0.78 -0.48
H -0.35 0.02 -0.10
H 0.70 -2.42 0.26
H 0.45 0.40 0.27
H -0.27 0.78 0.59
H -0.25 -0.88 0.93
H 0.71 -2.61 1.16
H -0.82 0.07 0.58
H 0.03 0.07 1.01
H 0.21 -3.27 1.13
H -0.34 2.31 0.16

natural (NBO) population analysis, charges in e, atoms 1 to 6:
1. C -0.62
2. C -0.40
3. C -0.41
4. C -0.42
5. C -0.24
6. N -0.71